# 1
ORCA calculation (ωB97M-V/def2-TZVPD) on a single C7H10 molecule at a distorted geometry.

The calculation puts the gap between HOMO and LUMO at 10.97 eV. Its SMILES is C#CC[C@@H]1C[C@@H]1C. For the HOMO energy, the calculation gives -9.86 eV. Its multiplicity is 1.

Each line ends with the Löwdin charge.
CARTESIAN COORDINATES (ANGSTROEM)
1 H -1.51702 -1.84061 -1.55594  0.098
2 C 0.02056 -0.89645 -0.23272  -0.292
3 H 1.89042 -0.72913 -1.14372  0.116
4 H 0.31293 -1.85984 0.17611  0.138
5 C 2.04637 0.23770 0.71511  -0.134
6 C 1.28271 -0.08648 -0.51179  -0.191
7 H 3.23020 0.59941 2.62786  0.023
8 C 2.67205 0.44009 1.72648  0.101
9 H -0.52973 1.62977 -0.00679  0.065
10 H -1.01024 -0.16025 -2.07326  0.108
11 H -2.31018 1.59939 -0.10909  0.077
12 C -1.07344 -0.89087 -1.26507  -0.082
13 C -1.43485 1.14348 0.37844  -0.059
14 H -1.90585 -1.00713 0.77291  0.132
15 C -1.30815 -0.35404 0.13432  -0.296
16 H 1.11644 0.83612 -1.09271  0.116
17 H -1.48224 1.33882 1.45985  0.080

---

# 2
ORCA calculation (ωB97M-V/def2-TZVPD) on a single C7H10 molecule.

The calculation puts the gap between HOMO and LUMO (spin up / spin down) at 7.75 / 7.75 eV. Its SMILES is CCC1=C=CCC1. For the HOMO energy (spin up / spin down), the calculation gives -7.93 / -7.93 eV. Its multiplicity is 1.

Each line ends with the Löwdin charge.
CARTESIAN COORDINATES (ANGSTROEM)
1 H 2.36674 1.25517 0.71896  0.070
2 H 3.34470 -0.17687 0.30490  0.070
3 H -2.11858 -0.70661 1.04519  0.116
4 H -1.14181 -1.87292 0.12836  0.105
5 C -1.36804 1.37099 -0.61936  -0.091
6 C 2.36218 0.29256 0.19958  -0.117
7 H -1.25979 -0.43288 -1.88274  0.109
8 H -2.87972 -0.10307 -1.24286  0.100
9 H 2.18979 0.50280 -0.86114  0.078
10 C -1.34285 -0.80423 0.27678  -0.121
11 H 1.42456 -0.82958 1.80725  0.122
12 C -0.32089 1.31717 0.23615  -0.017
13 C -0.09565 0.01174 0.56112  -0.245
14 C -1.80738 -0.02948 -1.01893  -0.162
15 H 1.25532 -1.58037 0.23704  0.115
16 H -1.93749 2.25595 -0.90019  0.087
17 C 1.25412 -0.60476 0.74421  -0.218

---

# 3
ORCA calculation (ωB97M-V/def2-TZVPD) on a single C7H10 molecule.

The calculation puts the gap between HOMO and LUMO at 8.72 eV. For the HOMO energy, the calculation gives -8.40 eV. Its multiplicity is 1.

Each line ends with the Löwdin charge.
CARTESIAN COORDINATES (ANGSTROEM)
1 C 0.66423 0.56869 0.86134  -0.217
2 H -0.15876 -1.25410 1.93404  0.132
3 H -0.63623 2.33145 0.74406  0.132
4 H 0.37976 2.15355 -0.66230  0.108
5 C -1.39053 0.89875 -0.47520  0.072
6 H 1.83642 -1.23638 0.44909  0.127
7 H -1.99803 -1.17387 -0.16036  0.109
8 C 0.97974 -0.68203 0.07718  -0.247
9 H -2.27930 0.00510 1.09584  0.134
10 H 1.34508 0.89826 1.64230  0.132
11 C -0.19448 -0.65522 1.02756  -0.215
12 H 0.96165 0.21695 -1.93331  0.079
13 C -1.52184 -0.33691 0.36368  -0.223
14 H 1.54852 -1.44221 -1.85733  0.075
15 H -0.17608 -1.11290 -1.75484  0.077
16 C 0.81152 -0.75154 -1.43819  -0.055
17 C -0.17167 1.57241 0.08644  -0.220

---

# 4
ORCA calculation (ωB97M-V/def2-TZVPD) on a single C7H10 molecule.

The calculation puts the gap between HOMO and LUMO at 10.46 eV. Its SMILES is C=C[C@@H](C)C1C=C1. For the HOMO energy, the calculation gives -9.25 eV. Its multiplicity is 1.

Each line ends with the Löwdin charge.
CARTESIAN COORDINATES (ANGSTROEM)
1 C -1.05004 -0.42647 -1.40972  -0.027
2 H -0.05684 0.69569 2.33083  0.082
3 H 2.18760 0.17407 -0.71506  0.105
4 H -1.01017 -0.77584 2.05808  0.082
5 C -0.04790 -1.20711 -0.63316  -0.259
6 H -1.18283 0.54160 -1.86656  0.107
7 H 1.56119 2.45911 -1.04857  0.052
8 H -1.26240 0.63901 1.03505  0.071
9 C 0.55471 -0.47704 0.59442  -0.356
10 H 1.23512 -1.14521 1.14195  0.131
11 C -1.49963 -1.52424 -0.89563  0.004
12 H 0.72216 -1.76136 -1.18308  0.117
13 C 1.03196 1.85568 -0.31551  -0.006
14 H 0.21207 2.33551 0.21409  0.056
15 H -2.33916 -2.19285 -0.77273  0.093
16 C -0.49874 0.05552 1.55948  -0.082
17 C 1.36304 0.58112 -0.12567  -0.171

---

# 5
ORCA calculation (ωB97M-V/def2-TZVPD) on a single C7H10 molecule at a distorted geometry.

The calculation puts the gap between HOMO and LUMO at 9.96 eV. Its SMILES is C=C[C@H]1C[C@@H]1C=C. For the HOMO energy, the calculation gives -8.76 eV. Its multiplicity is 1.

Each line ends with the Löwdin charge.
CARTESIAN COORDINATES (ANGSTROEM)
1 C -0.56711 1.70204 0.53622  -0.144
2 H -0.51829 0.59586 -1.32040  0.157
3 H -0.98524 -2.41762 0.75497  0.077
4 C 0.29020 -0.71714 0.30897  -0.274
5 H 1.68997 -0.21781 -1.42657  0.096
6 C -0.09001 0.56213 -0.25962  -0.303
7 H 1.30995 2.18369 1.41818  0.050
8 H 0.59088 -0.67975 1.34684  0.136
9 H -0.64415 -1.51615 -2.14002  0.048
10 C 0.26575 2.48015 1.28960  0.010
11 C -0.49912 -1.92962 -0.04314  -0.118
12 H -1.33088 -3.21282 -1.58317  0.063
13 H 2.15949 0.42805 0.12895  0.059
14 H -1.65369 1.82666 0.55254  0.100
15 C -0.84325 -2.23145 -1.33632  0.008
16 H -0.18423 3.28265 1.94799  0.067
17 C 1.37122 0.08843 -0.44224  -0.032

---

# 6
ORCA calculation (ωB97M-V/def2-TZVPD) on a single C7H10 molecule at a distorted geometry.

The calculation puts the gap between HOMO and LUMO at 9.71 eV. Its SMILES is C=CC(=C)/C=C/C. For the HOMO energy, the calculation gives -8.61 eV. Its multiplicity is 1.

Each line ends with the Löwdin charge.
CARTESIAN COORDINATES (ANGSTROEM)
1 H -0.19457 -0.91354 1.22458  0.109
2 H 0.25541 -3.41822 0.95995  0.074
3 C 0.57853 1.51783 0.77519  -0.130
4 H -1.38309 2.02084 1.36321  0.052
5 C 0.02364 -1.33008 0.23047  -0.175
6 C 0.03684 1.74336 -1.69219  0.045
7 H -0.15478 2.78456 -1.51002  0.056
8 H 1.61654 1.42056 0.96225  0.091
9 H 0.49851 -0.92376 -1.78160  0.113
10 C -0.34585 2.00520 1.57365  0.002
11 C 0.26019 0.92918 -0.65411  -0.303
12 H 0.29516 -3.34558 -0.67963  0.078
13 H -1.27088 -3.04123 0.04975  0.094
14 C 0.23542 -0.53518 -0.80908  -0.095
15 C -0.17610 -2.77873 0.16044  -0.135
16 H -0.12720 2.50343 2.52409  0.060
17 H -0.14778 1.36134 -2.69695  0.064

---

# 7
ORCA calculation (ωB97M-V/def2-TZVPD) on a single C7H10 molecule at a distorted geometry.

The calculation puts the gap between HOMO and LUMO at 9.77 eV. Its SMILES is C=C/C=C/C=C/C. For the HOMO energy, the calculation gives -8.57 eV. Its multiplicity is 1.

Each line ends with the Löwdin charge.
CARTESIAN COORDINATES (ANGSTROEM)
1 H -0.51285 0.45384 -2.14504  0.105
2 H -3.10941 -1.10785 -1.62735  0.069
3 C -1.26334 -0.05986 -1.53557  -0.187
4 C 1.96500 0.58538 2.04708  -0.184
5 C -1.01733 -0.24776 -0.23924  -0.135
6 H 1.79650 1.30175 2.84403  0.095
7 H -3.18131 0.35144 -2.50673  0.075
8 H 3.24852 -0.58268 0.86665  0.061
9 H 0.12137 1.47161 0.20537  0.114
10 H -2.29588 -1.12678 -3.10595  0.070
11 H 0.57454 -1.08578 1.91197  0.111
12 C 0.73448 -0.08429 1.52274  -0.123
13 H -1.75081 -0.95581 0.16238  0.110
14 C -0.00010 0.44974 0.54891  -0.115
15 C 3.14764 0.27425 1.51817  0.001
16 H 4.03761 0.82171 1.79987  0.050
17 C -2.49464 -0.45889 -2.26730  -0.117

---

# 8
ORCA calculation (ωB97M-V/def2-TZVPD) on a single C7H10 molecule at a distorted geometry.

The calculation puts the gap between HOMO and LUMO at 10.00 eV. Its SMILES is C=C[C@@H](C)C1C=C1. For the HOMO energy, the calculation gives -8.87 eV. Its multiplicity is 1.

Each line ends with the Löwdin charge.
CARTESIAN COORDINATES (ANGSTROEM)
1 C 0.16799 0.58081 -0.80936  -0.347
2 C -0.50144 1.57133 0.13889  -0.077
3 H -0.17670 -1.30614 -1.91466  0.108
4 H -1.90222 -2.21633 -0.65068  0.052
5 C 2.04439 -0.11667 1.50496  0.076
6 C -0.60805 -0.67213 -1.13844  -0.190
7 H 0.01660 -1.17960 1.56081  0.108
8 H -2.47587 -0.55613 -0.10526  0.061
9 H 0.18598 2.39735 0.35452  0.083
10 C 0.98134 -0.78912 1.18305  -0.183
11 H 1.92900 -0.73092 -0.91257  0.113
12 C 1.31710 -0.23989 -0.13321  -0.163
13 H -0.75891 1.10657 1.09633  0.072
14 H 2.58032 0.28028 2.40110  0.081
15 H -1.41898 1.99153 -0.28550  0.080
16 H 0.46872 1.08809 -1.74094  0.133
17 C -1.67351 -1.16774 -0.50436  -0.007

---

# 9
ORCA calculation (ωB97M-V/def2-TZVPD) on a 2-piece molecular cluster, C7H10 overall.

The calculation puts the gap between HOMO and LUMO at 9.82 eV. Its SMILES is C1=C2[C@H]3C[C@H]3[C@H]2C1.[H][H]. For the HOMO energy, the calculation gives -8.66 eV. Its multiplicity is 1.

Each line ends with the Löwdin charge.
CARTESIAN COORDINATES (ANGSTROEM)
1 H 0.68075 0.70007 1.63007  0.095
2 C 1.26088 -0.08582 1.12862  -0.119
3 H 2.21470 -0.21372 1.65505  0.095
4 C -0.44240 -0.45466 -1.62145  -0.134
5 H -1.59409 0.17883 2.78050  0.023
6 H -0.23481 -1.92670 1.46929  0.083
7 H 2.30866 0.00809 -0.88227  0.141
8 C 1.32123 0.11013 -0.42332  -0.206
9 C -1.11442 0.73767 -0.99513  -0.084
10 C 0.37433 -1.29853 0.82320  -0.043
11 C 0.33446 0.85245 -1.36871  -0.156
12 H -1.42852 0.69606 0.04590  0.090
13 H -2.17314 -0.23639 2.56817  0.033
14 C 0.39620 -1.04696 -0.49885  -0.171
15 H 0.65188 1.58003 -2.11076  0.125
16 H -0.76812 -0.89603 -2.55732  0.123
17 H -1.78759 1.29547 -1.64299  0.105

---

# 10
ORCA calculation (ωB97M-V/def2-TZVPD) on C7H10 as an isolated structure.

The calculation puts the gap between HOMO and LUMO at 8.46 eV. For the HOMO energy, the calculation gives -7.65 eV. Its multiplicity is 1.

Each line ends with the Löwdin charge.
CARTESIAN COORDINATES (ANGSTROEM)
1 C -0.57141 1.50381 0.13085  -0.384
2 C 1.46973 -1.27227 -0.23826  -0.041
3 H -1.19432 2.36865 0.40187  0.129
4 H -0.23185 1.84176 -1.95531  0.017
5 H -0.15079 0.52934 2.12907  0.118
6 C -1.18263 0.28715 -0.53038  -0.120
7 H -1.65498 0.29002 -1.51174  0.121
8 C 0.34197 1.45009 -1.07423  0.085
9 H 1.82565 -1.94115 0.56762  0.095
10 H 1.29428 1.18795 1.26407  0.113
11 H -1.65519 -1.06620 1.18550  0.115
12 H 2.27069 -0.58546 -0.53012  0.078
13 H -1.25967 -1.89297 -0.39130  0.119
14 C -1.09691 -1.01460 0.24065  -0.114
15 C 0.28809 -0.51586 0.25985  -0.306
16 H 1.20014 -1.90377 -1.09513  0.090
17 C 0.30719 0.73351 1.14701  -0.115

---

In kJ/mol, the energy relative to the best compared isomer or geometry (same formula, charge and spin) values for the records above are, in order, 250.78, 346.96, 389.26, 326.90, 289.49, 208.34, 218.50, 462.95, 523.34, 579.01.